Computed, not measured: a molecular structure, C65H85B3N6O31Y, with ωB97M-V/def2-TZVPD.

frontier orbital gap = 1.231 eV
F_max = 4.78 eV/A
net charge = +1
molecular weight = 1567.7 g/mol

Each line ends with the Mulliken charge.
Cartesian coordinates (Å):
N -3.9461 6.9206 2.5659  -0.413
H -3.7295 7.9005 2.6800  0.398
H -3.3648 6.4032 3.2097  0.320
H -3.8542 6.5769 1.6206  0.345
H -4.9087 6.7876 2.8413  0.332
Y 8.1849 -0.6424 2.0825  1.829
O 4.0550 0.5560 0.3465  -0.742
C 2.9557 0.8432 -0.0244  0.675
O 1.8399 0.7155 0.6427  -0.405
B 0.7100 1.1578 -0.1574  1.064
O 1.2665 1.6214 -1.4336  -0.404
C 2.6376 1.4910 -1.3724  0.549
O 3.4640 1.8113 -2.2207  -0.638
O -0.2410 0.0962 -0.4000  -0.468
C -1.3967 0.3683 0.1471  0.661
O -2.4190 -0.3517 0.1471  -0.706
C -1.2680 1.7782 0.8508  0.599
O -0.0179 2.1831 0.6374  -0.402
O -2.1772 2.3279 1.4961  -0.711
O 5.0537 -4.3970 2.5660  -0.695
C 4.3930 -5.4689 2.5610  0.676
O 4.2140 -6.3812 3.5100  -0.498
B 3.3929 -7.5170 3.0135  0.959
O 2.9401 -7.0894 1.6787  -0.475
C 3.5327 -5.9430 1.3481  0.643
O 3.3251 -5.2412 0.3728  -0.608
O 2.2257 -7.8920 3.9012  -0.308
C 2.3835 -9.1840 4.3474  0.590
O 1.6294 -9.8208 5.1011  -0.550
C 3.6903 -9.7541 3.6933  0.570
O 4.1939 -8.7689 2.9137  -0.490
O 4.1170 -10.9038 3.8619  -0.550
O 1.2555 7.3514 2.8900  -0.668
C 2.3326 6.9302 3.3934  0.634
O 2.5704 5.6657 3.7091  -0.300
B 3.8489 5.6351 4.4480  0.974
O 4.3488 7.0037 4.5151  -0.483
C 3.5035 7.8068 3.8987  0.526
O 3.6045 9.0255 3.8063  -0.597
O 4.7929 4.7506 3.6799  -0.524
C 5.1612 3.7828 4.4138  0.780
O 5.9415 2.8948 4.0474  -0.749
C 4.5405 3.9355 5.8101  0.547
O 3.8716 5.0846 5.8153  -0.429
O 4.7092 3.0552 6.6619  -0.604
C -3.0133 5.3198 -4.0677  -0.563
C -1.6058 5.6780 -3.7555  -0.527
C -1.7298 6.4673 -2.4167  -0.370
O -3.0191 6.0853 -1.9535  -0.405
C -3.5506 4.9575 -2.7086  -0.302
H -3.1580 4.5635 -4.8391  0.368
H -3.5495 6.1982 -4.4269  0.242
H -1.0959 6.2030 -4.5633  0.343
H -0.9889 4.7816 -3.6910  0.187
H -1.5743 7.5301 -2.6022  0.269
H -0.9835 6.1861 -1.6738  0.268
H -4.6355 4.8552 -2.7333  0.297
H -3.2449 3.9705 -2.3618  0.201
C 5.7080 0.8732 -8.8984  -0.500
C 5.7574 1.8050 -7.7148  -0.413
C 6.2809 3.0794 -8.3106  -0.445
O 7.2065 2.6015 -9.2591  -0.418
C 6.9309 1.2804 -9.7340  -0.378
H 4.8116 0.9408 -9.5150  0.286
H 5.7683 -0.1753 -8.6070  0.286
H 6.3808 1.5868 -6.8477  0.223
H 4.7546 1.9988 -7.3341  0.298
H 6.7278 3.7224 -7.5523  0.286
H 5.5112 3.6840 -8.7903  0.268
H 7.8604 0.7472 -9.5346  0.264
H 6.6824 1.2640 -10.7952  0.242
C 0.7116 -2.1725 6.2463  -0.481
C 1.7123 -3.1177 6.8524  -0.535
C 2.9935 -2.3276 6.8193  -0.398
O 2.8992 -1.7979 5.4851  -0.348
C 1.5272 -1.6386 5.1160  -0.275
H 0.3054 -1.4540 6.9583  0.281
H -0.1385 -2.7122 5.8291  0.253
H 1.7539 -4.0422 6.2765  0.200
H 1.4239 -3.4539 7.8483  0.366
H 3.8781 -2.9244 7.0415  0.335
H 2.9446 -1.5155 7.5447  0.275
H 1.3110 -2.1405 4.1729  0.281
H 1.3210 -0.5777 4.9744  0.224
C 2.0290 -2.1130 -5.8855  -0.256
C 0.6925 -1.3879 -6.0550  -0.281
C -0.1071 -2.2634 -6.9679  -0.446
O 0.5094 -3.5738 -6.9554  -0.423
C 1.8900 -3.3908 -6.7064  -0.419
H 2.2988 -2.3598 -4.8586  0.205
H 2.8464 -1.4866 -6.2427  0.115
H 0.7576 -0.4015 -6.5142  0.311
H 0.1195 -1.3075 -5.1313  0.122
H -0.0891 -1.9122 -7.9996  0.261
H -1.1702 -2.2956 -6.7292  0.274
H 2.4130 -3.2380 -7.6504  0.241
H 2.2935 -4.2992 -6.2589  0.327
C -5.7756 0.0373 -4.5142  -0.389
C -6.1581 0.3861 -5.9392  -0.664
C -6.0600 -0.9850 -6.6695  -0.363
O -6.1498 -1.9196 -5.5833  -0.408
C -6.4911 -1.2873 -4.3460  -0.363
H -6.1134 0.7714 -3.7827  0.321
H -4.6995 -0.1263 -4.4547  0.212
H -5.4627 1.0523 -6.4496  0.313
H -7.1614 0.8016 -6.0335  0.296
H -5.0436 -0.9583 -7.0624  0.250
H -6.8305 -1.0890 -7.4334  0.268
H -6.1348 -1.9003 -3.5181  0.266
H -7.5391 -1.1256 -4.0939  0.263
C -8.2662 -0.1276 2.1582  -0.405
C -8.5180 -0.6020 0.7638  -0.349
C -9.5820 -1.6750 0.9617  -0.455
O -10.1309 -1.3877 2.2299  -0.397
C -9.0472 -1.0553 3.1053  -0.417
H -8.6366 0.8967 2.1984  0.202
H -7.1941 -0.1512 2.3538  0.311
H -7.5925 -0.9515 0.3062  0.206
H -8.8791 0.2090 0.1314  0.224
H -9.1805 -2.6883 0.9523  0.277
H -10.3625 -1.6217 0.2027  0.281
H -8.4845 -1.9551 3.3543  0.248
H -9.4212 -0.5728 4.0083  0.275
C -3.9354 -5.0209 3.0086  -0.586
C -3.2079 -6.1844 3.6085  -0.573
C -2.5458 -6.7266 2.3322  -0.318
O -3.4942 -6.5508 1.2863  -0.346
C -4.4672 -5.6148 1.6807  -0.376
H -3.2725 -4.1889 2.7711  0.223
H -4.6561 -4.5037 3.6420  0.392
H -3.8323 -6.9798 4.0154  0.257
H -2.5024 -6.0199 4.4230  0.355
H -2.4202 -7.7989 2.4821  0.257
H -1.5920 -6.2794 2.0522  0.272
H -5.3479 -6.1778 1.9897  0.277
H -4.7169 -4.8152 0.9833  0.317
N -2.3370 5.2608 6.4713  -0.364
C -2.8258 5.7126 7.6424  -0.344
C -2.1207 5.4879 8.8501  -0.318
C -1.0219 4.6044 8.9187  -0.224
C -0.6029 4.0709 7.7104  -0.443
C -1.2698 4.4140 6.5172  -0.209
H -3.7732 6.2266 7.5752  0.376
H -2.3687 5.8194 9.8476  0.311
H -0.5841 4.3292 9.8668  0.397
H 0.2489 3.4083 7.6669  0.377
H -0.9103 3.9597 5.6058  0.452
N -2.6231 -7.1114 -4.6192  -0.536
C -1.3845 -7.4248 -4.0607  -0.200
C -0.6279 -6.6017 -3.2175  -0.450
C -1.1305 -5.4084 -2.8839  -0.289
C -2.3317 -4.9573 -3.4077  -0.270
C -3.0233 -5.8532 -4.1999  -0.300
H -1.0306 -8.4195 -4.2880  0.404
H 0.3434 -6.9147 -2.8637  0.446
H -0.6903 -4.7348 -2.1635  0.497
H -2.7350 -3.9868 -3.1587  0.493
H -4.0002 -5.4821 -4.4726  0.433
N 8.0047 -2.8242 -1.2408  -0.239
C 8.1629 -4.2176 -1.2897  -0.249
C 8.0222 -5.0927 -2.3861  -0.489
C 7.5189 -4.5005 -3.5255  -0.149
C 7.3275 -3.1352 -3.6240  -0.388
C 7.5727 -2.3631 -2.5088  -0.271
H 8.5442 -4.7578 -0.4357  0.312
H 8.2764 -6.1411 -2.3334  0.393
H 7.3256 -5.0136 -4.4560  0.383
H 7.1001 -2.6218 -4.5465  0.430
H 7.4744 -1.3083 -2.7186  0.332
N 9.5765 2.0936 -0.4712  -0.243
C 9.0698 3.3013 -0.9114  -0.273
C 9.6605 4.1181 -1.8929  -0.395
C 10.9461 3.8430 -2.3382  -0.207
C 11.5379 2.6794 -1.8807  -0.437
C 10.8272 1.8786 -1.0214  -0.175
H 8.1518 3.6571 -0.4675  0.390
H 9.0844 4.9830 -2.1870  0.365
H 11.4618 4.5348 -2.9878  0.402
H 12.4955 2.3626 -2.2666  0.353
H 11.2974 0.9274 -0.8200  0.285
N -7.8467 5.6791 4.5623  -0.390
C -8.9870 6.4007 4.6899  -0.193
C -10.1299 5.9923 5.3635  -0.428
C -10.1040 4.7665 6.0095  -0.143
C -8.9245 4.0093 5.9609  -0.443
C -7.8295 4.4785 5.2696  -0.228
H -8.9048 7.3415 4.1659  0.338
H -11.0276 6.5893 5.4279  0.363
H -10.9892 4.4572 6.5455  0.380
H -8.7895 3.0711 6.4785  0.361
H -6.9222 3.8934 5.2387  0.391